# 1
The following is a quantum chemistry calculation of 2 unconnected molecules or ions with the total composition CH2NO3S, from the Open Molecules 2025 dataset.

Geometry as XYZ:
```
8
Properties=species:S:1:pos:R:3:forces:R:3:lowdin_charge:R:1
H -1.1022 -1.0428 0.6192 -1.013 0.159 0.521 0.050
N -0.7929 0.7511 -0.0089 0.416 -1.772 -4.022 -0.528
O -0.7676 1.9180 -0.4582 0.404 0.506 0.209 -0.109
O -0.6906 -1.4457 -0.2094 0.427 -1.574 -0.307 -0.044
H 3.0539 -0.4393 -0.3234 0.703 -0.691 -0.602 -0.364
S 2.2140 0.2956 0.3485 -0.604 0.593 0.382 0.317
O -1.5861 0.3584 0.8654 -1.671 0.242 3.436 -0.130
C -0.3286 -0.3953 -0.8331 1.338 2.537 0.385 -0.192
```
Positions in Å, forces in eV/Å.

- highest occupied orbital energy (alpha / beta) (eV) = -2.538 / -4.425
- energy (eV) = -19532.042
- relative energy (zero: lowest compared OMol25 entry of this formula, charge and spin) (kcal per mole) = 98.2
- multiplicity = 3
- charge = -1
- HOMO-LUMO gap (alpha / beta) (eV) = 6.272 / 6.105

# 2
The following is a quantum chemistry calculation of a molecular structure, C24H32IN3Re, from the Open Molecules 2025 dataset.

Geometry as XYZ:
```
61
Properties=species:S:1:pos:R:3:forces:R:3:lowdin_charge:R:1
H -0.8089 1.3873 -2.5084 -0.246 -0.304 0.313 0.041
H -3.7755 0.2536 -2.6734 0.287 -0.098 -0.056 0.085
H -2.2781 1.9842 -1.5538 0.166 -0.467 0.072 0.053
H -2.6422 -3.0547 3.6837 -0.206 0.134 -0.035 0.094
C 1.6724 -1.8456 1.7884 0.011 -0.349 -0.016 -0.014
H 2.1030 0.0087 3.7473 -0.244 0.076 -0.156 0.111
H -3.9076 -1.9387 4.2392 0.043 -0.034 -0.185 0.112
H 4.1640 1.8536 -2.4589 -0.010 0.247 0.133 0.113
C -2.7139 -0.0123 -2.7280 0.355 0.805 -0.140 -0.146
C 1.8018 3.7836 -0.9588 -0.324 -0.373 -0.014 -0.014
N 0.2341 -0.0340 0.8978 -2.439 0.054 0.143 0.009
H 0.7647 -3.0728 -1.7228 0.467 0.205 -0.133 0.006
Re -0.9403 -0.2563 -0.7804 4.410 -0.587 -2.402 1.220
C 3.2282 2.1510 -2.0041 -0.580 -0.475 0.115 0.025
H 2.5319 -2.0298 2.4464 -0.230 -0.085 -0.191 0.112
C 2.9061 -2.9953 -2.0457 -0.260 0.373 -0.062 -0.016
C 1.4273 -0.3465 1.7460 0.426 -0.433 -0.037 -0.582
H 3.8287 4.1863 -1.6044 -0.205 -0.209 0.007 0.131
H 1.9036 -2.2229 0.7852 -0.026 -0.007 0.239 0.071
H 4.9854 -2.5212 -2.4373 -0.294 0.127 0.041 0.132
H -4.8628 -0.7770 1.7468 0.416 0.274 0.052 0.149
H 4.5379 -0.0617 -2.5087 -0.048 -0.304 0.082 0.114
H -4.7568 1.0047 -0.7315 0.134 0.072 0.303 0.092
C -3.7941 -0.5343 1.6743 -0.741 0.663 -0.735 -0.003
H -1.6442 1.8210 0.7270 0.017 -0.678 -0.149 0.139
H -5.2486 1.6078 0.8600 0.249 -0.019 -0.270 0.108
C 0.8015 2.8098 -0.9291 0.663 0.258 -0.400 -0.122
C -1.5458 -1.0530 2.3985 -0.176 -0.547 -0.948 -0.042
C 2.1979 1.1895 -1.8792 0.089 1.424 0.200 -0.215
C -1.9005 1.3593 -2.3683 -1.076 -0.169 -1.614 -0.198
C 3.7322 -0.7650 -2.3241 -0.709 0.403 0.057 0.015
H 2.5429 1.4187 1.1426 0.051 -0.131 -0.013 0.092
N 0.9975 1.5802 -1.4126 -0.364 -1.040 0.575 0.015
C 2.6860 0.3359 1.2291 0.135 0.164 -0.442 -0.024
C -3.4030 0.5252 0.8919 0.281 -0.725 -0.172 -0.231
H -0.8241 -1.6101 2.9989 -0.545 0.141 -0.256 0.112
N 1.4034 -1.1191 -1.8975 -0.750 0.659 0.422 0.052
C -2.9019 -1.3155 2.4468 0.857 0.162 0.682 -0.270
H 1.5829 4.7685 -0.5577 0.212 -0.124 -0.075 0.123
C 3.0317 3.4468 -1.5303 -0.250 -0.147 -0.098 -0.006
C 3.9763 -2.1358 -2.2867 -0.255 0.023 -0.016 -0.006
C 1.6374 -2.4351 -1.8888 0.187 -0.250 -0.090 -0.174
H -2.4398 -0.2463 -3.7641 -0.150 0.041 0.282 0.095
C 1.2064 0.2104 3.1488 -0.359 0.146 0.180 -0.017
C -1.0765 -0.2202 1.3346 1.571 1.341 3.124 -0.482
H -3.9192 2.4014 -0.0214 -0.168 -0.161 0.091 0.089
C -1.9590 0.7594 0.6614 -1.428 0.060 1.639 -0.254
H -2.1633 1.9663 -3.2467 -0.078 -0.067 0.081 0.113
H 0.3531 -0.2456 3.6514 0.236 0.214 0.093 0.071
C -4.3782 1.4321 0.2113 -0.361 0.199 0.021 -0.024
H -2.6627 -1.0050 -2.2110 0.348 0.814 0.161 -0.061
H 0.8051 -2.3846 2.1807 0.262 -0.064 -0.092 0.074
H 3.0109 -0.0685 0.2662 -0.036 0.059 0.236 0.067
H 3.4916 0.1541 1.9558 -0.269 0.074 -0.267 0.111
H 3.0159 -4.0739 -1.9786 0.078 0.213 -0.077 0.126
C -3.4410 -2.3842 3.3508 0.103 -0.070 0.023 -0.008
I -1.6647 -2.7167 -0.5340 -0.098 -0.328 -0.037 0.740
C 2.4324 -0.2582 -2.0883 0.437 -1.199 -0.207 -0.218
H -4.2089 -2.9742 2.8371 0.121 0.127 0.087 0.102
H 1.0538 1.2939 3.0985 0.020 -0.141 0.122 0.105
H -0.1864 3.0205 -0.5118 0.297 0.035 -0.190 0.106
```
Positions in Å, forces in eV/Å.

- highest occupied orbital energy (alpha / beta) (eV) = -14.603 / -14.548
- energy (eV) = -40090.769
- relative energy (zero: lowest compared OMol25 entry of this formula, charge and spin) (kcal per mole) = 44.3
- multiplicity = 4
- charge = +2
- HOMO-LUMO gap (alpha / beta) (eV) = 7.112 / 6.184